Entry 1:
{
  "formula": "C16H58ClN23O11Si",
  "method": "ωB97M-V with the def2-TZVPD basis set",
  "species": ["C", "N", "C", "Si", "C", "C", "C", "Cl", "H", "H", "H", "H", "H", "H", "H", "H", "H", "H", "H", "H", "H", "H", "C", "O", "N", "N", "H", "H", "H", "H", "C", "O", "N", "N", "H", "H", "H", "H", "C", "O", "N", "N", "H", "H", "H", "H", "C", "O", "N", "N", "H", "H", "H", "H", "C", "O", "N", "N", "H", "H", "H", "H", "C", "O", "N", "N", "H", "H", "H", "H", "C", "O", "N", "N", "H", "H", "H", "H", "C", "O", "N", "N", "H", "H", "H", "H", "C", "O", "N", "N", "H", "H", "H", "H", "C", "O", "N", "N", "H", "H", "H", "H", "C", "O", "N", "N", "H", "H", "H", "H"],
  "xyz": [[3.699, -0.882, 1.062], [3.462, 0.159, 2.045], [3.400, 1.525, 1.491], [1.600, 2.049, 1.272], [0.813, 0.866, 0.030], [-0.694, 1.064, -0.195], [-1.445, 0.443, 0.982], [-3.073, -0.184, 0.502], [4.696, -0.780, 0.632], [2.981, -0.878, 0.227], [3.646, -1.858, 1.543], [2.620, -0.045, 2.571], [3.869, 1.532, 0.501], [3.946, 2.236, 2.110], [1.417, 3.457, 0.846], [0.937, 1.882, 2.594], [0.971, -0.144, 0.418], [1.372, 0.953, -0.905], [-1.008, 0.565, -1.113], [-0.956, 2.119, -0.305], [-1.622, 1.166, 1.775], [-0.895, -0.410, 1.365], [-4.853, 3.678, -0.294], [-4.723, 3.228, -1.419], [-5.476, 4.873, -0.075], [-4.384, 3.035, 0.814], [-5.588, 5.283, 0.832], [-5.799, 5.369, -0.887], [-3.914, 2.155, 0.678], [-4.475, 3.406, 1.741], [5.452, 4.893, 1.381], [4.463, 4.607, 2.034], [5.613, 6.113, 0.788], [6.482, 4.012, 1.194], [6.422, 6.362, 0.251], [4.877, 6.782, 0.909], [6.358, 3.082, 1.552], [7.314, 4.214, 0.667], [9.685, 3.585, 2.865], [9.674, 3.612, 1.639], [10.829, 3.461, 3.593], [8.538, 3.631, 3.601], [10.827, 3.414, 4.599], [11.694, 3.385, 3.091], [7.693, 3.704, 3.062], [8.518, 3.579, 4.605], [-0.343, -2.010, 3.648], [0.282, -1.841, 2.606], [-1.696, -1.882, 3.725], [0.279, -2.362, 4.812], [-2.230, -2.066, 4.556], [-2.183, -1.616, 2.888], [1.278, -2.442, 4.795], [-0.217, -2.531, 5.667], [-5.567, 3.716, -5.062], [-5.570, 4.871, -4.655], [-5.278, 2.652, -4.255], [-5.854, 3.396, -6.357], [-5.289, 1.711, -4.600], [-5.048, 2.826, -3.288], [-6.065, 4.152, -6.979], [-5.875, 2.458, -6.722], [-6.988, 0.772, -9.283], [-6.512, 1.311, -8.292], [-8.034, -0.086, -9.214], [-6.486, 1.011, -10.534], [-8.427, -0.547, -10.012], [-8.434, -0.298, -8.316], [-5.711, 1.642, -10.605], [-6.856, 0.591, -11.364], [9.835, 0.898, 5.824], [9.820, 2.075, 6.169], [10.010, -0.111, 6.725], [9.683, 0.524, 4.527], [10.019, -1.081, 6.471], [10.122, 0.146, 7.688], [9.540, 1.264, 3.862], [9.697, -0.425, 4.207], [-10.571, -1.920, -6.729], [-9.931, -1.710, -7.749], [-11.934, -1.945, -6.722], [-9.967, -2.144, -5.527], [-12.480, -2.110, -5.898], [-12.401, -1.773, -7.592], [-8.965, -2.118, -5.504], [-10.471, -2.301, -4.676], [-3.917, -4.674, 3.792], [-3.457, -4.122, 4.780], [-5.047, -5.439, 3.844], [-3.330, -4.566, 2.565], [-5.438, -5.902, 3.047], [-5.497, -5.531, 4.736], [-2.488, -4.022, 2.508], [-3.688, -5.005, 1.738], [3.509, -4.057, -1.008], [4.449, -3.560, -0.413], [2.603, -3.282, -1.696], [3.234, -5.387, -1.002], [1.833, -3.660, -2.214], [2.770, -2.293, -1.715], [3.795, -5.974, -0.414], [2.416, -5.782, -1.424], [1.121, -5.596, 1.910], [1.408, -6.485, 1.124], [1.101, -4.279, 1.546], [0.802, -5.850, 3.216], [0.895, -3.528, 2.179], [1.403, -4.056, 0.615], [0.809, -6.808, 3.510], [0.571, -5.134, 3.877]],
  "atomic_forces_ev_per_a": [[-0.067, -0.044, 0.029], [0.075, 0.134, 0.087], [-0.267, -0.082, -0.087], [0.283, -0.068, -0.017], [-0.077, 0.274, 0.228], [-0.007, -0.264, 0.020], [0.000, 0.234, -0.286], [0.029, 0.010, 0.116], [0.018, -0.006, 0.043], [0.038, -0.024, 0.012], [0.027, -0.022, -0.064], [0.015, -0.108, -0.021], [0.091, 0.017, 0.057], [0.001, 0.041, 0.016], [-0.024, -0.017, -0.050], [-0.082, -0.007, 0.005], [0.096, -0.038, -0.146], [-0.059, 0.018, -0.044], [0.001, -0.022, 0.019], [-0.043, -0.009, -0.030], [0.023, -0.081, 0.103], [-0.063, 0.006, 0.073], [-0.024, 0.233, -0.087], [0.113, -0.273, 0.082], [-0.054, -0.013, 0.027], [0.056, -0.031, 0.022], [0.022, 0.000, 0.001], [0.019, -0.011, -0.025], [-0.112, -0.009, -0.016], [-0.007, 0.019, -0.009], [0.018, -0.086, -0.082], [-0.048, 0.070, 0.037], [-0.008, 0.041, 0.009], [0.046, -0.009, 0.068], [0.011, -0.022, 0.006], [0.004, -0.002, 0.015], [-0.100, -0.044, -0.154], [0.082, -0.047, 0.073], [0.000, -0.050, 0.149], [-0.009, 0.058, -0.069], [0.179, 0.100, -0.018], [0.017, -0.071, -0.146], [-0.094, -0.134, 0.007], [-0.021, 0.048, -0.039], [-0.137, 0.189, 0.182], [0.074, -0.070, 0.009], [-0.592, 0.083, 0.525], [0.116, 0.218, -0.011], [0.390, 0.180, -0.228], [0.046, -0.166, -0.155], [-0.041, -0.243, -0.028], [-0.083, 0.059, -0.032], [0.086, 0.064, 0.036], [-0.041, 0.022, 0.016], [-0.004, -0.062, 0.020], [-0.010, 0.017, -0.003], [0.006, 0.019, 0.042], [0.081, 0.005, 0.051], [0.012, 0.016, -0.043], [-0.045, 0.082, -0.011], [-0.026, 0.007, 0.018], [-0.092, 0.080, -0.076], [-0.018, 0.007, 0.043], [0.051, -0.065, -0.020], [0.043, 0.077, -0.003], [0.010, -0.004, -0.032], [0.019, -0.004, -0.011], [-0.059, -0.109, -0.036], [-0.002, 0.000, 0.015], [-0.012, -0.003, 0.008], [-0.003, -0.080, -0.027], [0.003, 0.133, 0.000], [0.020, 0.030, 0.011], [-0.021, 0.045, -0.030], [-0.015, 0.003, -0.015], [-0.004, 0.008, -0.001], [-0.005, -0.065, -0.051], [-0.015, -0.023, 0.064], [0.014, 0.046, 0.022], [-0.014, 0.018, 0.020], [-0.022, -0.037, -0.014], [0.011, -0.046, 0.000], [0.011, 0.005, 0.006], [0.008, 0.008, 0.000], [-0.002, 0.016, -0.001], [-0.008, 0.025, -0.001], [0.060, -0.077, -0.260], [0.004, 0.111, 0.273], [0.003, 0.035, 0.038], [-0.047, 0.036, 0.066], [0.020, 0.001, -0.010], [0.002, 0.004, 0.002], [0.019, -0.047, -0.027], [0.016, -0.021, 0.003], [-0.184, 0.051, 0.149], [0.115, -0.048, -0.064], [-0.087, 0.047, 0.046], [0.323, 0.006, -0.336], [0.036, -0.018, -0.052], [0.028, -0.012, -0.033], [-0.089, 0.008, 0.100], [-0.093, -0.008, 0.179], [0.191, 0.603, -0.314], [-0.075, -0.406, -0.009], [-0.066, -0.731, 0.058], [-0.049, -0.102, 0.087], [0.044, 0.276, -0.070], [0.036, 0.015, 0.018], [-0.014, 0.000, -0.013], [-0.024, 0.083, 0.001]],
  "smiles": "CNC[SiH2]CCCCl.NC(N)=O.NC(N)=O.NC(N)=O.NC(N)=O.NC(N)=O.NC(N)=O.NC(N)=O.NC(N)=O.NC(N)=O.NC(N)=O.NC(N)=O",
  "orbital_gap_ev": 8.16,
  "energy_ev": -94740.19868,
  "homo_energy_ha": -0.287,
  "multiplicity": 1
}


Entry 2:
{
  "formula": "C16H58N14O13",
  "method": "ωB97M-V with the def2-TZVPD basis set",
  "species": ["C", "C", "O", "H", "H", "H", "H", "H", "H", "C", "C", "O", "H", "H", "H", "H", "H", "H", "C", "C", "O", "H", "H", "H", "H", "H", "H", "C", "O", "N", "N", "H", "H", "H", "H", "C", "O", "N", "N", "H", "H", "H", "H", "C", "O", "N", "N", "H", "H", "H", "H", "C", "O", "N", "N", "H", "H", "H", "H", "C", "O", "N", "N", "H", "H", "H", "H", "C", "O", "N", "N", "H", "H", "H", "H", "C", "O", "N", "N", "H", "H", "H", "H", "C", "O", "H", "H", "H", "H", "C", "O", "H", "H", "H", "H", "C", "O", "H", "H", "H", "H"],
  "xyz": [[-0.133, -0.896, 3.877], [1.254, -0.287, 3.915], [1.256, 0.573, 5.058], [-0.432, -1.338, 4.850], [-0.224, -1.655, 3.109], [-0.806, -0.075, 3.705], [1.520, 0.225, 3.010], [2.038, -1.083, 4.144], [1.979, 1.143, 5.228], [-0.182, 1.010, 0.876], [0.251, -0.334, 0.405], [0.191, -0.497, -1.010], [-0.328, 0.971, 1.936], [-1.208, 1.156, 0.507], [0.546, 1.697, 0.674], [-0.108, -1.222, 0.942], [1.268, -0.344, 0.611], [0.965, -0.100, -1.385], [-0.730, 2.533, -2.160], [-0.759, 3.854, -1.458], [-0.001, 4.864, -2.135], [0.314, 2.312, -2.257], [-1.161, 2.636, -3.194], [-1.203, 1.768, -1.501], [-0.393, 3.703, -0.466], [-1.773, 4.086, -1.309], [0.932, 4.661, -2.034], [3.515, -0.438, -2.583], [2.596, 0.345, -1.955], [3.230, -1.584, -3.139], [4.747, -0.098, -2.775], [2.256, -2.003, -2.972], [3.994, -2.266, -3.203], [5.016, 0.596, -2.109], [5.518, -0.572, -3.278], [-2.190, -3.487, 2.633], [-1.749, -3.752, 3.957], [-1.401, -3.399, 1.642], [-3.416, -3.363, 2.291], [-0.387, -3.422, 1.878], [-1.659, -3.032, 0.735], [-3.950, -3.303, 3.122], [-3.811, -3.149, 1.354], [-1.541, 3.105, 4.130], [-2.881, 3.480, 4.099], [-0.947, 2.411, 5.069], [-0.835, 3.437, 3.162], [-1.554, 2.012, 5.785], [0.015, 1.961, 4.880], [-1.302, 4.001, 2.439], [0.156, 3.205, 3.075], [0.007, -3.446, -3.015], [0.185, -4.660, -3.637], [-1.097, -2.756, -3.040], [0.968, -2.849, -2.346], [-1.732, -3.287, -3.690], [-1.189, -1.730, -2.985], [1.859, -3.447, -2.166], [0.794, -1.965, -1.764], [3.190, 2.802, 2.664], [1.908, 2.919, 3.144], [4.206, 2.474, 3.454], [3.502, 2.917, 1.380], [4.023, 2.214, 4.483], [5.201, 2.483, 3.141], [2.814, 3.191, 0.749], [4.486, 2.742, 1.079], [-2.801, -0.621, -4.055], [-4.042, -1.206, -3.770], [-2.442, -0.268, -5.257], [-1.957, -0.332, -3.148], [-3.167, -0.367, -6.031], [-1.525, 0.061, -5.468], [-2.232, -0.493, -2.167], [-1.135, 0.166, -3.386], [-3.226, -2.014, -0.631], [-4.486, -2.168, -0.003], [-2.617, -0.900, -0.741], [-2.450, -3.038, -0.860], [-3.145, -0.138, -0.339], [-1.577, -0.934, -0.743], [-2.705, -3.991, -0.645], [-1.723, -2.961, -1.675], [1.000, 0.794, -4.586], [-0.015, 1.018, -5.552], [0.702, 0.221, -3.712], [1.318, 1.744, -4.286], [1.823, 0.246, -5.046], [0.381, 0.939, -6.400], [-3.465, 0.150, 2.148], [-4.145, 0.657, 0.980], [-4.151, -0.068, 2.946], [-2.682, 0.801, 2.536], [-3.002, -0.756, 1.904], [-5.049, 0.351, 0.914], [3.761, -0.606, 0.894], [3.535, -1.448, 2.050], [4.818, -0.472, 0.675], [3.288, 0.278, 1.082], [3.217, -1.106, 0.032], [4.252, -1.181, 2.664]],
  "atomic_forces_ev_per_a": [[0.329, 0.059, 0.717], [1.347, -1.770, 1.855], [-1.801, -0.337, 0.357], [0.430, 0.102, -0.659], [-0.074, -0.004, 0.020], [-0.659, 0.210, -0.266], [0.144, 0.415, -0.464], [-0.936, 0.789, -0.702], [1.340, 0.504, -0.512], [-3.386, -2.375, 0.540], [0.772, -0.390, 0.407], [-1.860, -0.997, 0.037], [0.164, 0.048, 0.706], [0.460, 0.850, -0.121], [1.413, 2.220, -0.904], [-0.716, 0.417, -0.442], [2.084, -0.420, 0.646], [1.482, 0.910, -0.676], [-0.396, -0.044, -0.573], [0.869, -0.376, -0.245], [-0.811, -0.061, 0.152], [0.722, -0.718, -0.229], [0.140, -0.394, 1.051], [0.151, 0.520, -0.955], [0.571, 0.027, 0.927], [-1.272, 1.351, -0.226], [-0.011, -0.086, 0.030], [-5.070, 2.163, 1.789], [3.805, -2.827, -2.300], [-2.165, -3.130, -0.240], [3.863, 2.265, 0.701], [1.736, 0.919, -0.816], [-0.650, 0.509, -0.233], [0.628, 0.620, -0.112], [-1.430, 0.198, 0.545], [1.962, -1.947, 8.303], [-2.138, 1.454, -6.383], [6.658, 0.272, -2.302], [-3.603, 0.093, 0.517], [-1.332, -0.184, -0.393], [-0.014, -0.244, 0.275], [-1.354, -0.020, 0.306], [0.086, 0.206, 0.690], [-9.585, 1.108, 2.428], [5.624, -1.914, 0.851], [1.620, -2.111, 1.992], [3.423, 2.429, -6.221], [0.532, 0.171, -0.425], [-2.210, 0.727, 0.679], [0.522, -0.564, 0.721], [-0.425, 0.321, -0.031], [2.312, -6.942, -3.653], [-1.002, 6.049, 3.257], [-2.743, -1.812, -2.762], [4.364, 0.001, 2.544], [0.202, 1.356, 0.843], [0.183, -0.335, -0.355], [-2.649, 1.224, -0.110], [-0.020, -1.711, -0.546], [-6.115, 0.131, 2.422], [6.438, -0.587, -2.322], [1.592, -0.976, 3.201], [2.370, -0.339, -0.185], [0.376, 0.880, -2.621], [-1.561, 0.009, 0.463], [-1.022, 0.472, -1.152], [-1.702, 0.387, 0.175], [-9.249, -3.006, -0.714], [6.307, 2.595, -1.245], [-2.535, -0.562, -4.095], [2.324, 0.917, 3.272], [1.622, 0.053, 1.705], [0.432, 0.452, -0.172], [-0.212, 0.622, -0.754], [0.387, 0.800, 0.010], [-8.063, -3.756, 4.713], [5.936, 0.832, -3.284], [1.858, 3.557, 0.304], [1.917, -2.698, -1.817], [-0.112, 0.884, 0.398], [-1.339, 0.335, 0.392], [-0.740, 0.228, -0.192], [-1.535, -0.228, 1.650], [0.468, -0.788, -0.866], [-0.763, -0.299, 0.936], [-0.425, -0.011, -0.123], [0.819, 1.267, 0.853], [0.143, -0.009, 0.145], [0.385, -0.023, -1.134], [-0.874, 0.664, -0.123], [1.137, 0.842, 0.325], [-0.379, 0.124, 0.395], [-0.412, 0.633, -0.348], [0.748, -1.593, -0.453], [-0.082, -0.447, 0.252], [-0.417, -3.510, -0.674], [1.520, 0.595, -0.117], [0.125, -0.057, -0.130], [-1.054, 2.731, 0.158], [0.939, 0.622, 0.923], [-0.873, -0.535, -0.200]],
  "orbital_gap_ev": 7.02,
  "energy_ev": -65007.10895,
  "homo_energy_ha": -0.296,
  "multiplicity": 1
}